{
  "formula": "C74H51BrF3N2O10Si",
  "method": "ωB97M-V/def2-TZVPD",
  "charge": 1,
  "energy_ev": -187087.0643,
  "homo_lumo_gap_ev": 5.59,
  "lumo_ha": -0.1939,
  "elements": ["C", "Si", "C", "C", "C", "C", "F", "F", "C", "C", "C", "C", "N", "C", "O", "N", "C", "O", "F", "C", "Br", "C", "C", "C", "C", "C", "C", "H", "H", "H", "H", "H", "H", "H", "H", "H", "H", "H", "H", "H", "H", "H", "H", "H", "H", "H", "C", "C", "C", "C", "C", "C", "C", "O", "C", "C", "C", "C", "C", "C", "C", "O", "H", "H", "H", "H", "H", "H", "H", "H", "C", "C", "C", "C", "C", "C", "C", "O", "C", "C", "C", "C", "C", "C", "C", "O", "H", "H", "H", "H", "H", "H", "H", "H", "C", "C", "C", "C", "C", "C", "C", "O", "C", "C", "C", "C", "C", "C", "C", "O", "H", "H", "H", "H", "H", "H", "H", "H", "C", "C", "C", "C", "C", "C", "C", "O", "C", "C", "C", "C", "C", "C", "C", "O", "H", "H", "H", "H", "H", "H", "H", "H"],
  "positions_angstrom": [[7.052, -1.129, 3.783], [5.697, 0.070, 4.408], [6.540, 1.804, 4.467], [5.085, -0.277, 6.185], [3.633, -0.916, 6.280], [3.628, -2.411, 6.822], [4.427, -2.579, 7.943], [2.300, -2.622, 7.272], [3.873, -3.478, 5.703], [2.665, -3.933, 4.940], [2.847, -4.913, 3.850], [4.182, -5.401, 3.544], [5.288, -4.987, 4.293], [6.577, -5.588, 3.885], [6.606, -6.788, 3.878], [7.730, -4.812, 3.506], [7.623, -4.232, 2.194], [8.497, -3.545, 1.789], [6.541, -4.444, 1.356], [5.158, -4.063, 5.342], [6.782, -3.598, 6.305], [4.333, 0.117, 3.088], [3.453, -1.002, 2.696], [2.421, -0.865, 1.639], [2.236, 0.407, 0.891], [3.118, 1.525, 1.257], [4.132, 1.392, 2.337], [7.552, -0.734, 2.848], [6.697, -2.192, 3.655], [7.863, -1.146, 4.581], [7.144, 1.797, 5.424], [5.710, 2.556, 4.616], [7.152, 2.023, 3.556], [5.833, -0.918, 6.730], [5.083, 0.715, 6.732], [3.084, -0.338, 7.085], [3.014, -0.812, 5.351], [1.648, -3.529, 5.168], [1.937, -5.245, 3.294], [4.279, -6.120, 2.686], [8.583, -5.387, 3.555], [3.536, -1.992, 3.212], [1.773, -1.761, 1.430], [1.440, 0.449, 0.105], [3.006, 2.485, 0.683], [4.753, 2.307, 2.516], [-2.639, -5.034, 7.080], [-3.988, -5.377, 7.057], [-4.829, -4.829, 6.098], [-4.326, -3.927, 5.165], [-2.979, -3.564, 5.203], [-2.135, -4.130, 6.156], [-2.441, -2.566, 4.246], [-1.263, -2.250, 4.274], [-3.360, -1.951, 3.259], [-2.883, -0.970, 2.392], [-3.733, -0.398, 1.455], [-5.060, -0.809, 1.374], [-5.542, -1.782, 2.240], [-4.697, -2.348, 3.190], [-5.231, -3.360, 4.133], [-6.390, -3.717, 4.067], [-1.982, -5.470, 7.823], [-4.383, -6.074, 7.786], [-5.877, -5.103, 6.081], [-1.086, -3.862, 6.182], [-1.849, -0.648, 2.448], [-3.360, 0.368, 0.785], [-5.721, -0.367, 0.638], [-6.578, -2.095, 2.176], [1.908, -5.633, -4.455], [2.283, -5.058, -3.244], [1.949, -3.740, -2.966], [1.248, -2.988, -3.904], [0.893, -3.556, -5.128], [1.215, -4.884, -5.396], [0.188, -2.752, -6.157], [-0.125, -3.248, -7.221], [-0.120, -1.330, -5.867], [-0.731, -0.545, -6.842], [-1.035, 0.783, -6.574], [-0.738, 1.330, -5.327], [-0.125, 0.553, -4.356], [0.194, -0.776, -4.625], [0.879, -1.585, -3.590], [1.138, -1.104, -2.502], [2.162, -6.665, -4.668], [2.836, -5.640, -2.515], [2.239, -3.299, -2.019], [0.930, -5.334, -6.340], [-0.966, -0.965, -7.812], [-1.506, 1.394, -7.336], [-0.983, 2.365, -5.117], [0.107, 0.985, -3.389], [-10.142, 3.269, -3.074], [-9.174, 4.259, -3.225], [-7.836, 3.912, -3.342], [-7.458, 2.573, -3.296], [-8.426, 1.582, -3.120], [-9.769, 1.933, -3.021], [-8.034, 0.154, -3.020], [-8.875, -0.710, -2.871], [-6.594, -0.200, -3.097], [-6.204, -1.529, -2.948], [-4.862, -1.872, -3.031], [-3.904, -0.891, -3.273], [-4.288, 0.435, -3.416], [-5.632, 0.786, -3.320], [-6.027, 2.211, -3.440], [-5.190, 3.070, -3.647], [-11.188, 3.541, -2.992], [-9.466, 5.303, -3.254], [-7.087, 4.686, -3.464], [-10.525, 1.167, -2.898], [-6.946, -2.297, -2.763], [-4.560, -2.906, -2.909], [-2.856, -1.160, -3.345], [-3.536, 1.195, -3.599], [3.442, 9.875, -2.329], [3.970, 9.710, -3.607], [3.342, 8.871, -4.516], [2.189, 8.184, -4.147], [1.674, 8.330, -2.859], [2.297, 9.187, -1.955], [0.474, 7.567, -2.435], [0.022, 7.697, -1.313], [-0.160, 6.635, -3.401], [-1.252, 5.868, -3.001], [-1.860, 5.003, -3.901], [-1.385, 4.908, -5.207], [-0.293, 5.666, -5.607], [0.328, 6.524, -4.703], [1.515, 7.303, -5.133], [1.933, 7.216, -6.272], [3.929, 10.538, -1.623], [4.872, 10.239, -3.894], [3.754, 8.750, -5.511], [1.893, 9.315, -0.957], [-1.627, 5.941, -1.987], [-2.707, 4.403, -3.586], [-1.865, 4.238, -5.911], [0.076, 5.585, -6.623]],
  "forces_ev_per_angstrom": [[0.66, -0.21, 0.63], [0.89, 0.83, -0.90], [-0.70, -0.42, 0.72], [-0.32, -0.30, 0.19], [0.36, 0.16, 1.57], [-1.13, 1.05, 0.05], [-0.84, 0.06, -1.64], [1.60, -0.17, -0.55], [-0.47, -1.98, -1.63], [2.77, -0.90, -0.64], [1.66, 1.13, 1.66], [-2.33, 0.86, 0.72], [-1.50, 1.50, -0.27], [1.36, -2.42, -0.11], [-0.23, 1.17, 0.26], [-3.05, -0.37, -1.21], [1.74, 1.73, -1.06], [-0.51, -0.62, 0.17], [0.48, -0.56, 2.27], [-1.01, 0.80, 0.33], [-1.44, -0.69, -0.75], [-2.19, 0.91, -2.22], [-0.66, 1.89, -1.32], [1.31, 1.48, 0.64], [1.89, -0.97, 2.38], [0.00, -1.88, 0.81], [-1.54, -1.54, -1.10], [-0.79, -0.57, 0.88], [0.39, 1.10, -0.10], [-0.82, -0.11, -0.90], [-0.32, 0.22, -1.18], [1.03, -0.54, -0.27], [-0.48, -0.05, 0.95], [-0.74, 0.66, -0.46], [-0.06, -1.08, -0.63], [0.44, -0.85, -0.86], [0.67, -0.39, 0.73], [1.09, -0.34, -0.14], [1.22, 0.20, 0.38], [0.54, 0.83, 1.19], [-0.49, 0.31, 0.07], [-0.02, 0.98, -0.53], [0.73, 1.17, 0.11], [1.03, 0.15, 0.81], [0.27, -1.05, 0.84], [-0.59, -1.16, 0.03], [0.00, 0.05, -0.08], [0.01, 0.07, -0.10], [0.01, -0.14, 0.17], [0.19, -0.07, 0.18], [-0.04, -0.11, 0.10], [-0.03, -0.16, 0.15], [0.50, 0.19, -0.02], [0.05, -0.14, 0.01], [-0.10, 0.10, -0.11], [-0.02, 0.13, -0.17], [0.01, -0.10, 0.07], [0.06, -0.06, 0.08], [-0.05, 0.13, -0.15], [0.10, 0.15, -0.14], [-0.73, -0.17, -0.07], [0.18, 0.03, 0.03], [-0.05, 0.03, -0.04], [0.02, 0.05, -0.06], [0.07, 0.11, -0.14], [-0.12, 0.12, -0.07], [-0.06, -0.13, 0.10], [-0.02, -0.05, 0.04], [0.04, -0.04, 0.04], [0.11, -0.07, 0.14], [-0.03, 0.09, 0.00], [-0.09, 0.11, -0.06], [0.10, -0.22, 0.09], [0.05, -0.19, -0.07], [0.12, -0.11, 0.20], [0.09, -0.18, 0.04], [-0.20, -0.25, -0.65], [0.05, 0.05, 0.16], [-0.03, 0.23, 0.05], [-0.10, 0.18, -0.09], [0.05, -0.11, 0.09], [-0.01, -0.10, 0.00], [-0.09, 0.18, -0.03], [-0.10, 0.08, -0.13], [0.13, 0.31, 0.53], [-0.02, -0.08, 0.00], [-0.02, 0.07, 0.00], [-0.03, 0.03, -0.05], [-0.10, 0.12, -0.13], [-0.03, 0.19, 0.03], [0.07, -0.11, 0.14], [0.03, -0.05, 0.04], [0.07, -0.14, 0.01], [0.06, -0.16, -0.05], [0.11, -0.05, 0.00], [0.06, -0.10, -0.01], [-0.13, 0.17, 0.00], [-0.19, 0.02, 0.04], [-0.02, 0.21, -0.02], [-0.15, 0.13, 0.02], [-0.56, -0.44, 0.07], [0.15, 0.09, 0.00], [0.26, -0.06, 0.02], [0.15, -0.17, 0.02], [-0.07, 0.11, 0.00], [-0.07, 0.05, 0.01], [0.17, -0.14, 0.03], [0.06, -0.20, 0.02], [0.39, 0.50, -0.12], [0.00, -0.10, 0.04], [0.07, -0.03, -0.01], [0.03, -0.07, -0.01], [0.04, -0.18, -0.02], [0.18, -0.05, 0.00], [-0.06, 0.18, -0.05], [-0.03, 0.06, -0.02], [-0.05, 0.04, -0.01], [-0.17, 0.05, 0.01], [-0.06, -0.08, -0.05], [-0.11, -0.07, 0.01], [0.18, 0.14, 0.02], [0.08, 0.11, 0.19], [0.17, 0.09, -0.09], [0.16, 0.12, 0.06], [-0.22, 0.12, 0.63], [0.06, -0.05, -0.14], [-0.09, -0.17, -0.16], [-0.14, -0.16, -0.04], [0.03, 0.00, 0.03], [0.11, 0.17, 0.09], [-0.14, -0.18, -0.08], [-0.18, -0.11, 0.09], [0.27, -0.02, -0.67], [-0.06, -0.01, 0.16], [-0.04, -0.04, -0.04], [-0.07, -0.03, 0.01], [-0.17, -0.08, 0.04], [-0.08, -0.12, -0.12], [0.13, 0.13, -0.06], [0.01, 0.06, -0.04], [-0.02, 0.11, 0.02], [0.10, 0.12, 0.12]]
}